Here is C18H16F6MgN3O10S3 as an isolated structure at a distorted geometry from OMol25. Energies are from ωB97M-V/def2-TZVPD.

Results
E_LUMO (spin up / spin down) (eV): 4.48 / 4.47
Energy relative to the best compared isomer or geometry (same formula, charge and spin) (eV): 1.747
Multiplicity: 2
HOMO-LUMO gap (spin up / spin down) (eV): 4.6360 / 6.6308
Total charge: -2
<S²>: 0.767
HOMO (spin up / spin down) (eV): -0.156 / -2.158
Energy (hartree): -3606.1591

```
57
C18H16F6MgN3O10S3, DFT ωB97M-V/def2-TZVPD
Mg 0.690 -0.326 0.030
O -1.108 -2.852 2.928
C -0.587 -2.255 1.783
O 0.513 -1.669 1.898
C -1.309 -2.336 0.589
C -2.555 -2.990 0.390
C -3.104 -2.993 -0.861
C -2.410 -2.380 -1.924
C -1.207 -1.741 -1.647
N -0.683 -1.696 -0.444
C -0.384 -1.078 -2.737
O -0.707 -1.244 -3.909
O 0.637 -0.436 -2.322
H -0.462 -2.636 3.614
H -3.038 -3.465 1.233
H -4.058 -3.475 -1.045
H -2.780 -2.379 -2.936
O 2.236 -1.433 -0.177
N 3.315 -1.360 0.520
C 4.300 -2.226 0.245
C 5.462 -2.307 0.979
C 5.628 -1.425 2.048
C 4.647 -0.499 2.293
C 3.469 -0.427 1.523
S 2.307 0.745 1.810
H 4.094 -2.874 -0.596
H 6.213 -3.040 0.727
H 6.514 -1.473 2.667
H 4.735 0.215 3.096
F 2.429 3.588 -0.677
C 1.140 3.370 -1.049
F 0.413 3.662 0.051
F 0.893 4.376 -1.929
S 0.878 1.517 -1.693
O -0.243 1.260 -0.833
O 2.198 1.104 -1.339
N 0.641 1.957 -3.197
S -0.654 2.776 -3.479
O -0.466 3.736 -4.534
O -1.416 3.193 -2.337
C -1.907 1.617 -4.310
F -2.469 0.764 -3.454
F -2.926 2.397 -4.754
F -1.486 0.950 -5.382
C -2.323 1.528 3.240
C -2.877 1.886 1.864
C -2.381 0.700 1.044
O -1.084 0.442 1.529
C -0.979 0.888 2.869
H -2.976 0.803 3.730
H -2.199 2.383 3.902
H -2.400 2.789 1.493
H -3.960 2.003 1.842
H -2.305 0.905 -0.022
H -3.022 -0.184 1.211
H -0.157 1.608 2.929
H -0.731 0.035 3.512
```